Version a
{
  "formula": "C8H7N3O2",
  "method": "ωB97M-V with the def2-TZVPD basis set",
  "e_lumo_ev": 0.04,
  "species": ["N", "C", "N", "C", "C", "C", "C", "C", "C", "C", "N", "O", "O", "H", "H", "H", "H", "H", "H", "H"],
  "coordinates": [[-4.10, 1.43, -1.15], [-3.14, 0.96, -0.76], [-2.08, 0.41, -0.17], [-0.89, 1.20, 0.37], [0.35, 0.48, 0.18], [0.75, 0.08, -1.07], [1.93, -0.70, -1.32], [2.72, -1.01, -0.18], [2.33, -0.52, 1.07], [1.12, 0.22, 1.28], [-2.17, -0.93, 0.19], [-3.14, -1.50, -0.31], [-1.41, -1.28, 1.04], [-1.13, 1.37, 1.38], [-1.03, 2.09, -0.19], [0.18, 0.21, -2.02], [2.09, -1.00, -2.33], [3.65, -1.53, -0.05], [3.11, -0.69, 1.77], [0.86, 0.72, 2.26]]
}

=====

Version b
{
  "formula": "C8H7N3O2",
  "method": "ωB97M-V with the def2-TZVPD basis set",
  "e_lumo_ev": -0.28,
  "species": ["N", "C", "C", "C", "C", "C", "C", "C", "N", "N", "C", "O", "O", "H", "H", "H", "H", "H", "H", "H"],
  "coordinates": [[-1.11, -2.28, -0.10], [-0.72, -0.73, 0.09], [0.52, -0.16, 0.03], [1.87, -0.59, 0.01], [2.89, 0.32, 0.06], [2.59, 1.73, 0.08], [1.31, 2.17, -0.03], [0.21, 1.24, 0.01], [-1.15, 1.41, -0.01], [-1.70, 0.22, 0.00], [-3.16, 0.03, 0.06], [-3.91, 0.95, 0.16], [-3.67, -1.24, 0.11], [-0.91, -2.74, 0.78], [-0.48, -2.66, -0.80], [1.94, -1.70, -0.14], [3.99, 0.20, 0.02], [3.38, 2.35, 0.04], [1.02, 3.27, -0.21], [-2.92, -1.81, -0.15]]
}

=====

Most stable to least stable: version b, version a

=====

Version a
{
  "formula": "CH6NPS",
  "method": "ωB97M-V with the def2-TZVPD basis set",
  "e_lumo_ev": [-0.66, -2.22],
  "species": ["C", "N", "P", "S", "H", "H", "H", "H", "H", "H"],
  "coordinates": [[-0.76, 1.14, -0.42], [-1.22, -1.52, -0.45], [-0.50, -0.44, 0.41], [3.28, -0.03, -0.06], [-0.45, 0.98, -1.38], [-1.71, 1.55, -0.20], [-0.23, 2.02, -0.18], [-1.44, -2.42, -0.04], [-1.05, -0.34, 1.63], [4.08, -0.94, 0.69]]
}

=====

Version b
{
  "formula": "CH6NPS",
  "method": "ωB97M-V with the def2-TZVPD basis set",
  "e_lumo_ev": [-0.37, -1.16],
  "species": ["C", "N", "P", "S", "H", "H", "H", "H", "H", "H"],
  "coordinates": [[-0.47, -0.22, 1.62], [0.29, 0.27, -1.81], [-0.18, 1.86, -1.71], [-1.05, 1.46, 1.54], [-1.27, -0.72, 2.06], [0.53, -0.19, 2.12], [-0.49, -0.60, 0.64], [-0.25, -0.34, -2.36], [1.27, 0.00, -1.84], [1.11, 2.17, -1.22]]
}

=====

Most stable to least stable: version b, version a

=====

Version a
{
  "formula": "C41H54BaClN7O4P2S3Sb",
  "method": "ωB97M-V with the def2-TZVPD basis set",
  "e_lumo_ev": [3.64, 3.61],
  "charge": -2,
  "s_squared": 0.761,
  "spin_multiplicity": 2,
  "species": ["Ba", "C", "C", "C", "P", "C", "C", "C", "C", "C", "C", "C", "C", "C", "N", "C", "C", "C", "C", "C", "C", "P", "C", "C", "C", "C", "C", "C", "H", "H", "H", "H", "H", "H", "H", "H", "H", "H", "H", "H", "H", "H", "H", "H", "H", "H", "H", "H", "H", "H", "H", "H", "H", "H", "H", "H", "H", "H", "H", "H", "H", "H", "H", "H", "S", "Sb", "S", "S", "O", "C", "O", "C", "C", "Cl", "N", "N", "C", "C", "O", "O", "C", "C", "C", "C", "C", "C", "H", "H", "H", "H", "H", "H", "C", "N", "C", "N", "C", "N", "C", "N", "C", "C", "H", "H", "H", "H", "H", "H", "H", "H", "H", "H", "H", "H"],
  "coordinates": [[-0.73, 0.76, 2.32], [1.65, 4.58, 1.34], [2.37, 3.74, 2.40], [3.67, 4.42, 2.83], [2.33, 1.93, 1.93], [3.37, 1.20, 3.30], [2.79, -0.17, 3.67], [4.86, 1.08, 3.00], [3.27, 1.70, 0.39], [4.39, 2.46, 0.08], [5.12, 2.29, -1.10], [4.71, 1.27, -1.96], [3.60, 0.50, -1.69], [2.81, 0.68, -0.51], [1.74, -0.10, -0.22], [1.15, -0.85, -1.20], [0.91, -0.36, -2.51], [0.32, -1.14, -3.49], [-0.08, -2.44, -3.22], [0.10, -2.92, -1.93], [0.69, -2.17, -0.92], [0.90, -2.75, 0.81], [-0.24, -4.25, 0.85], [-0.70, -4.51, 2.28], [0.24, -5.55, 0.21], [2.57, -3.58, 0.71], [3.69, -2.66, 0.22], [2.94, -4.20, 2.06], [1.54, 5.61, 1.69], [0.65, 4.20, 1.14], [2.21, 4.59, 0.40], [1.72, 3.70, 3.28], [4.28, 4.72, 1.98], [4.28, 3.78, 3.48], [3.43, 5.32, 3.40], [3.21, 1.87, 4.14], [2.68, -0.80, 2.78], [1.80, -0.08, 4.13], [3.43, -0.69, 4.38], [5.04, 0.41, 2.16], [5.38, 0.67, 3.87], [5.32, 2.04, 2.76], [4.72, 3.21, 0.78], [5.98, 2.90, -1.31], [5.27, 1.08, -2.87], [3.33, -0.28, -2.39], [1.19, 0.66, -2.74], [0.16, -0.71, -4.47], [-0.56, -3.04, -3.97], [-0.25, -3.93, -1.71], [-1.11, -3.90, 0.29], [0.12, -4.85, 2.92], [-1.47, -5.29, 2.29], [-1.11, -3.62, 2.75], [0.98, -6.05, 0.84], [0.70, -5.41, -0.77], [-0.60, -6.24, 0.09], [2.48, -4.39, -0.03], [3.83, -1.80, 0.88], [3.48, -2.26, -0.78], [4.63, -3.22, 0.17], [2.93, -3.45, 2.85], [3.94, -4.64, 2.01], [2.24, -4.99, 2.35], [-1.78, 0.69, 7.97], [-0.52, 0.54, 6.07], [-1.24, -1.14, 4.59], [-0.44, 2.52, 4.79], [-6.18, 3.22, -0.04], [-5.53, 3.78, -1.05], [-6.06, 4.56, -1.80], [-4.10, 3.39, -1.18], [-3.25, 3.72, -2.22], [-3.55, 4.70, -3.58], [-2.03, 3.19, -1.95], [-2.04, 2.54, -0.77], [-3.27, 2.64, -0.31], [-3.64, 1.94, 0.97], [-4.84, 1.91, 1.28], [-2.69, 1.41, 1.60], [-0.81, 3.28, -2.68], [-0.79, 3.19, -4.06], [0.42, 3.29, -4.73], [1.61, 3.47, -4.03], [1.58, 3.53, -2.64], [0.38, 3.42, -1.96], [-5.56, 2.68, 0.55], [-1.70, 3.02, -4.62], [0.44, 3.22, -5.81], [2.55, 3.55, -4.55], [2.50, 3.64, -2.08], [0.35, 3.42, -0.88], [-4.98, -0.46, -0.89], [-3.56, -0.74, -0.65], [-2.98, -1.29, -1.88], [-3.67, -2.52, -2.31], [-5.08, -2.19, -2.51], [-5.72, -1.66, -1.31], [-5.58, -2.65, -0.24], [-4.18, -2.99, 0.03], [-3.46, -1.76, 0.39], [-3.58, -3.49, -1.22], [-5.06, 0.30, -1.68], [-5.42, -0.07, 0.02], [-1.93, -1.51, -1.71], [-3.05, -0.54, -2.67], [-5.61, -3.10, -2.82], [-5.17, -1.45, -3.31], [-6.11, -3.56, -0.53], [-6.02, -2.25, 0.67], [-2.42, -2.02, 0.58], [-3.89, -1.35, 1.31], [-4.10, -4.40, -1.52], [-2.53, -3.72, -1.04]]
}

=====

Version b
{
  "formula": "C41H54BaClN7O4P2S3Sb",
  "method": "ωB97M-V with the def2-TZVPD basis set",
  "e_lumo_ev": [3.71, 3.57],
  "charge": -2,
  "s_squared": 0.763,
  "spin_multiplicity": 2,
  "species": ["Ba", "C", "C", "C", "P", "C", "C", "C", "C", "C", "C", "C", "C", "C", "N", "C", "C", "C", "C", "C", "C", "P", "C", "C", "C", "C", "C", "C", "H", "H", "H", "H", "H", "H", "H", "H", "H", "H", "H", "H", "H", "H", "H", "H", "H", "H", "H", "H", "H", "H", "H", "H", "H", "H", "H", "H", "H", "H", "H", "H", "H", "H", "H", "H", "S", "Sb", "S", "S", "O", "C", "O", "C", "C", "Cl", "N", "N", "C", "C", "O", "O", "C", "C", "C", "C", "C", "C", "H", "H", "H", "H", "H", "H", "C", "N", "C", "N", "C", "N", "C", "N", "C", "C", "H", "H", "H", "H", "H", "H", "H", "H", "H", "H", "H", "H"],
  "coordinates": [[0.63, -0.73, -1.58], [-3.38, -1.02, -1.33], [-3.26, -2.31, -0.52], [-4.55, -2.56, 0.26], [-1.69, -2.25, 0.49], [-1.67, -4.00, 1.15], [-0.76, -4.78, 0.19], [-1.18, -4.21, 2.58], [-2.12, -1.06, 1.80], [-2.99, -1.37, 2.85], [-3.35, -0.44, 3.81], [-2.84, 0.85, 3.71], [-1.99, 1.19, 2.68], [-1.58, 0.27, 1.68], [-0.69, 0.59, 0.70], [-0.54, 1.92, 0.35], [-1.67, 2.76, 0.17], [-1.54, 4.07, -0.23], [-0.29, 4.61, -0.52], [0.82, 3.80, -0.38], [0.73, 2.48, 0.07], [2.21, 1.48, 0.48], [3.53, 2.12, -0.69], [4.47, 0.96, -1.03], [4.36, 3.33, -0.25], [2.67, 2.25, 2.12], [1.46, 2.35, 3.05], [3.77, 1.40, 2.77], [-4.30, -1.04, -1.92], [-2.55, -0.90, -2.03], [-3.41, -0.15, -0.67], [-3.09, -3.14, -1.22], [-4.79, -1.69, 0.88], [-4.50, -3.43, 0.91], [-5.38, -2.71, -0.44], [-2.68, -4.40, 1.07], [0.27, -4.41, 0.27], [-1.07, -4.65, -0.85], [-0.77, -5.85, 0.42], [-0.18, -3.81, 2.72], [-1.13, -5.29, 2.78], [-1.83, -3.76, 3.33], [-3.41, -2.36, 2.90], [-4.03, -0.72, 4.62], [-3.10, 1.60, 4.45], [-1.59, 2.20, 2.64], [-2.65, 2.34, 0.36], [-2.43, 4.68, -0.35], [-0.19, 5.63, -0.86], [1.80, 4.21, -0.61], [2.98, 2.37, -1.60], [5.01, 0.62, -0.14], [5.19, 1.26, -1.78], [3.91, 0.10, -1.43], [4.97, 3.10, 0.62], [3.75, 4.20, 0.00], [5.03, 3.62, -1.06], [3.05, 3.26, 1.94], [0.97, 1.39, 3.15], [0.73, 3.07, 2.66], [1.78, 2.68, 4.04], [3.38, 0.42, 3.04], [4.15, 1.88, 3.67], [4.61, 1.25, 2.09], [0.79, -0.63, -7.26], [1.22, -1.07, -5.05], [-0.68, -2.10, -4.03], [1.79, 0.97, -3.92], [5.45, -5.61, -0.20], [5.15, -5.37, 1.06], [5.59, -6.04, 1.97], [4.21, -4.25, 1.32], [3.81, -3.86, 2.59], [4.12, -4.59, 4.10], [2.98, -2.79, 2.46], [2.80, -2.48, 1.17], [3.52, -3.33, 0.47], [3.51, -3.22, -1.03], [4.29, -3.97, -1.66], [2.74, -2.40, -1.56], [2.33, -2.05, 3.48], [2.99, -1.75, 4.66], [2.32, -1.06, 5.66], [1.00, -0.67, 5.47], [0.36, -0.94, 4.27], [1.03, -1.61, 3.26], [4.96, -4.92, -0.82], [4.02, -2.05, 4.80], [2.83, -0.83, 6.58], [0.47, -0.14, 6.25], [-0.66, -0.62, 4.11], [0.57, -1.78, 2.30], [-2.24, 0.98, -4.82], [-2.06, 1.64, -3.51], [-3.38, 2.01, -3.01], [-4.10, 2.91, -3.92], [-4.22, 2.22, -5.21], [-2.93, 1.85, -5.78], [-2.13, 3.06, -5.94], [-1.95, 3.78, -4.67], [-1.28, 2.86, -3.73], [-3.26, 4.10, -4.13], [-2.80, 0.05, -4.68], [-1.26, 0.72, -5.23], [-3.26, 2.51, -2.05], [-3.98, 1.11, -2.87], [-4.74, 2.88, -5.92], [-4.82, 1.32, -5.07], [-2.63, 3.73, -6.65], [-1.15, 2.78, -6.33], [-1.15, 3.37, -2.78], [-0.30, 2.58, -4.12], [-3.78, 4.77, -4.82], [-3.14, 4.61, -3.17]]
}

=====

Most stable to least stable: version b, version a

=====

Version a
{
  "formula": "C5H7N3OS",
  "method": "ωB97M-V with the def2-TZVPD basis set",
  "e_lumo_ev": 0.22,
  "species": ["C", "C", "C", "C", "C", "N", "N", "N", "O", "S", "H", "H", "H", "H", "H", "H", "H"],
  "coordinates": [[-1.37, 0.55, 0.80], [-1.02, 0.22, -1.52], [1.53, -1.21, 0.20], [-2.12, 0.17, -0.44], [0.76, 0.70, -0.10], [-0.12, 0.77, 0.97], [0.26, 0.43, -1.33], [2.43, -1.59, -0.70], [0.87, -1.84, 0.99], [2.00, 1.82, -0.03], [-1.96, 0.58, 1.66], [-1.28, -0.10, -2.49], [-2.38, -0.83, -0.21], [-3.01, 0.82, -0.54], [2.50, -1.03, -1.53], [2.44, -2.59, -0.79], [2.47, 1.43, 1.09]]
}

=====

Version b
{
  "formula": "C5H7N3OS",
  "method": "ωB97M-V with the def2-TZVPD basis set",
  "e_lumo_ev": [-0.99, -1.43],
  "species": ["C", "C", "C", "C", "C", "N", "N", "N", "O", "S", "H", "H", "H", "H", "H", "H", "H"],
  "coordinates": [[-2.36, 0.29, 0.33], [-1.39, -0.18, -0.63], [-0.14, 0.32, -0.89], [0.89, -0.33, -1.70], [2.15, 0.70, 1.24], [-3.44, -0.47, 0.38], [-3.36, -1.57, -0.33], [0.76, 0.40, 1.14], [-0.05, 0.69, 2.01], [-1.98, -1.72, -1.21], [-2.13, 0.96, 1.14], [1.95, -0.15, -1.20], [0.68, -1.42, -1.56], [0.89, 0.18, -2.67], [2.52, 1.53, 0.46], [2.72, -0.16, 1.17], [2.28, 0.93, 2.31]]
}

=====

Most stable to least stable: version a, version b

=====

Version a
{
  "formula": "C7H7NO3",
  "method": "ωB97M-V with the def2-TZVPD basis set",
  "e_lumo_ev": 0.21,
  "species": ["O", "N", "O", "O", "C", "C", "C", "C", "C", "C", "C", "H", "H", "H", "H", "H", "H", "H"],
  "coordinates": [[3.69, 0.15, 1.22], [3.06, -0.86, 1.54], [3.30, -1.82, 2.20], [1.75, -0.81, 1.17], [1.48, 0.03, 0.10], [-0.02, 0.08, -0.25], [-0.92, -0.35, 0.70], [-2.31, -0.22, 0.45], [-2.71, 0.36, -0.79], [-1.76, 0.75, -1.74], [-0.42, 0.55, -1.49], [1.77, 1.00, 0.41], [2.15, -0.26, -0.70], [-0.51, -0.56, 1.69], [-3.01, -0.37, 1.26], [-3.79, 0.37, -1.01], [-2.12, 1.10, -2.67], [0.36, 0.86, -2.10]]
}

=====

Version b
{
  "formula": "C7H7NO3",
  "method": "ωB97M-V with the def2-TZVPD basis set",
  "e_lumo_ev": 0.04,
  "species": ["C", "C", "C", "C", "C", "C", "O", "O", "C", "O", "N", "H", "H", "H", "H", "H", "H", "H"],
  "coordinates": [[3.64, 0.06, 0.12], [2.12, -0.15, -0.06], [1.52, -1.45, -0.07], [0.12, -1.48, -0.04], [-0.66, -0.34, 0.08], [-2.14, -0.37, 0.02], [-2.73, -1.48, 0.00], [-2.83, 0.77, 0.09], [0.07, 0.85, -0.09], [-0.59, 2.05, -0.09], [1.38, 0.96, -0.03], [3.97, 0.72, -0.73], [4.26, -0.90, 0.08], [3.85, 0.51, 1.11], [2.12, -2.29, -0.11], [-0.54, -2.48, -0.06], [-2.25, 1.57, 0.12], [0.09, 2.71, 0.03]]
}

=====

Most stable to least stable: version b, version a